(1)
Formula: C38H52AsCl2CsO3Sb2
Source: the OMol25 dataset
Level of theory: ωB97M-V/def2-TZVPD

The total energy is -5361.5361 hartree. The lowest unoccupied orbital energy comes out at -0.1 eV. The frontier orbital gap is 6.878 eV. The energy above the lowest of the compared OMol25 structures with the same formula, charge and spin comes out at 9.2 kcal/mol. Its spin multiplicity is 1.

Geometry (Å):
Cs -0.091 -0.477 -1.574
Cl -3.116 4.751 0.015
C -2.124 3.495 0.801
Cl -0.740 2.848 -0.117
H -2.771 2.675 1.074
H -1.683 3.867 1.704
C -4.233 -0.656 -1.348
O -3.435 -1.802 -1.689
C -3.767 -2.221 -2.973
C -3.049 -1.458 -4.110
O -1.675 -1.618 -4.012
C -0.912 -0.949 -5.038
H -5.272 -0.947 -1.387
H -4.023 0.161 -2.033
H -3.966 -0.299 -0.366
H -4.850 -2.245 -3.157
H -3.387 -3.208 -3.067
H -3.347 -0.359 -4.061
H -3.444 -1.841 -5.060
H -1.159 -1.325 -6.019
H 0.145 -1.082 -4.867
H -1.178 0.113 -5.075
C 3.084 2.646 1.872
Sb 2.501 1.108 0.428
C 2.237 -0.274 1.983
C 4.564 0.765 -0.054
C 5.429 1.770 -0.790
C 6.138 2.750 -0.044
C 6.943 3.699 -0.659
C 7.134 3.688 -2.034
C 6.492 2.711 -2.766
C 5.641 1.760 -2.143
C 4.925 0.761 -3.060
Sb 2.876 1.294 -3.417
C 3.394 2.943 -4.685
C 2.672 0.006 -5.218
H 3.296 3.592 1.315
H 3.925 2.318 2.453
H 2.317 2.849 2.591
H 3.176 -0.309 2.568
H 1.898 -1.177 1.525
H 1.520 0.145 2.700
H 4.438 -0.172 -0.558
H 4.968 0.615 0.942
H 5.977 2.830 1.026
H 7.402 4.490 -0.094
H 7.741 4.429 -2.499
H 6.522 2.685 -3.843
H 4.818 -0.238 -2.576
H 5.380 0.630 -4.051
H 3.972 2.493 -5.487
H 4.024 3.618 -4.120
H 2.532 3.520 -5.044
H 3.605 -0.030 -5.723
H 1.871 0.285 -5.916
H 2.441 -1.023 -4.920
C 4.359 -3.300 -1.509
C 2.944 -2.658 -1.320
C 1.981 -3.220 -2.391
O 2.789 -1.275 -1.376
H 4.200 -4.350 -1.846
H 4.996 -3.396 -0.676
H 5.018 -2.742 -2.240
H 2.487 -3.111 -0.430
H 2.249 -2.647 -3.291
H 0.952 -3.031 -2.053
H 2.144 -4.282 -2.653
C -6.115 -4.048 2.880
C -5.895 -3.166 3.915
C -4.897 -2.227 3.771
C -4.155 -2.189 2.628
C -4.351 -3.122 1.600
C -5.377 -4.045 1.727
As -2.747 -0.780 2.353
C -1.955 -0.688 4.095
C -1.012 -1.474 4.680
C -0.559 -1.203 5.936
C -1.149 -0.177 6.656
C -2.153 0.657 6.105
C -2.597 0.361 4.841
C -3.573 1.174 4.106
C -4.162 2.353 4.576
C -5.094 2.967 3.765
C -5.415 2.471 2.508
C -4.791 1.360 1.992
C -3.886 0.733 2.793
H -6.891 -4.838 2.976
H -6.515 -3.286 4.784
H -4.756 -1.530 4.608
H -3.696 -3.085 0.736
H -5.640 -4.762 0.913
H -0.589 -2.285 4.098
H 0.212 -1.784 6.436
H -0.838 0.012 7.708
H -2.582 1.453 6.694
H -3.867 2.775 5.504
H -5.587 3.873 4.133
H -6.179 2.973 1.948
H -5.089 0.938 0.976

=====

(2)
Formula: C38H52AsI2N2O4RhSTe
Source: the OMol25 dataset
Level of theory: ωB97M-V/def2-TZVPD

The total energy is -5497.3660 hartree. The lowest unoccupied orbital energy (alpha / beta) comes out at -2.5 / -3.3 eV. The net charge is +1. The frontier orbital gap (alpha / beta) is 7.392 / 6.572 eV. The energy above the lowest of the compared OMol25 structures with the same formula, charge and spin comes out at 0.0 kcal/mol. The expectation value of S² is 0.7521. Its spin multiplicity is 2.

Geometry (Å):
Rh 0.774 -0.318 -0.114
I 1.720 -5.480 0.048
C 2.989 -3.834 0.017
C 4.378 -4.038 0.024
C 5.257 -2.987 0.039
I 7.304 -3.386 0.025
C 4.764 -1.659 0.063
C 5.564 -0.494 0.124
C 4.979 0.740 0.154
C 3.582 0.841 0.112
N 2.807 -0.220 0.056
C 3.366 -1.473 0.037
C 2.440 -2.562 0.004
O 1.151 -2.317 -0.027
H 4.752 -5.053 0.019
H 6.640 -0.597 0.153
H 5.572 1.643 0.205
H 3.086 1.803 0.113
C -3.827 -1.961 -0.063
As -1.926 -2.156 -0.035
C -1.497 -3.465 -1.365
C -1.432 -2.746 1.717
O -1.244 -0.663 -0.426
H -4.286 -2.914 0.198
H -4.135 -1.670 -1.067
H -4.107 -1.175 0.635
H -1.985 -4.410 -1.131
H -0.419 -3.595 -1.392
H -1.867 -3.089 -2.318
H -1.976 -3.660 1.950
H -1.712 -1.963 2.420
H -0.361 -2.930 1.739
C 0.394 2.962 1.831
C 0.436 2.738 0.353
O 0.293 3.860 -0.421
N 0.540 1.668 -0.301
Te 0.175 2.885 -2.202
C 0.431 4.677 -3.380
C 0.616 6.012 -2.999
C 0.710 6.551 -1.594
C 0.747 6.975 -4.002
C 0.691 6.674 -5.349
C 0.841 7.735 -6.401
C 0.470 5.349 -5.702
C 0.333 4.350 -4.751
C 0.103 2.951 -5.283
C 2.048 2.058 -2.723
C 2.053 0.723 -3.139
C 0.817 -0.127 -3.300
C 3.276 0.126 -3.433
C 4.473 0.813 -3.319
C 5.787 0.151 -3.620
C 4.431 2.136 -2.891
C 3.241 2.780 -2.581
C 3.308 4.197 -2.075
H 0.461 4.019 2.077
H 1.209 2.422 2.313
H -0.545 2.563 2.221
H 0.506 5.824 -0.824
H 0.008 7.378 -1.478
H 1.709 6.960 -1.424
H 0.898 8.005 -3.698
H 1.038 8.709 -5.956
H -0.065 7.814 -7.003
H 1.663 7.497 -7.078
H 0.395 5.083 -6.751
H -0.272 3.009 -6.303
H -0.640 2.376 -4.722
H 1.028 2.372 -5.301
H -0.080 0.274 -2.825
H 0.988 -1.124 -2.883
H 0.586 -0.268 -4.359
H 3.285 -0.912 -3.750
H 5.652 -0.895 -3.892
H 6.448 0.193 -2.752
H 6.297 0.655 -4.442
H 5.361 2.683 -2.773
H 4.295 4.394 -1.659
H 2.570 4.400 -1.298
H 3.137 4.911 -2.882
C -6.119 0.941 -1.173
C -5.271 2.102 -1.680
C -3.771 1.820 -1.668
S -2.917 1.907 -0.072
O -3.683 1.060 0.893
C -3.282 3.668 0.325
C -4.242 3.824 1.499
C -3.572 3.574 2.845
H -7.179 1.186 -1.234
H -5.875 0.698 -0.141
H -5.953 0.049 -1.782
H -5.491 3.004 -1.103
H -5.551 2.334 -2.711
H -3.216 2.503 -2.319
H -3.562 0.803 -2.015
H -3.668 4.141 -0.579
H -2.317 4.128 0.550
H -5.086 3.144 1.372
H -4.641 4.841 1.468
H -3.231 2.542 2.922
H -4.265 3.761 3.665
H -2.716 4.240 2.980

=====

(3)
Formula: C38H52FN15OS3
Source: the OMol25 dataset
Level of theory: ωB97M-V/def2-TZVPD

The total energy is -3669.2125 hartree. The lowest unoccupied orbital energy comes out at -2.0 eV. The frontier orbital gap is 6.358 eV. The energy above the lowest of the compared OMol25 structures with the same formula, charge and spin comes out at 518.4 kcal/mol. Its spin multiplicity is 1.

Geometry (Å):
F 8.693 -0.588 -1.684
C 7.366 -0.153 -2.260
C 6.286 -1.295 -2.822
C 4.811 -0.771 -3.402
C 3.652 -1.833 -3.938
C 2.453 -2.020 -2.788
C 1.155 -1.113 -3.241
S -0.496 -1.771 -2.615
C -1.858 -0.596 -3.258
S -1.322 0.507 -4.475
N -3.259 -0.644 -2.691
C -3.465 0.636 -1.913
C -4.973 0.693 -1.192
O -5.929 -0.261 -1.805
C -5.792 -0.138 -3.271
C -4.326 -0.781 -3.752
C 4.569 0.868 -3.402
N 3.344 1.640 -3.899
S 3.617 3.392 -3.719
N 5.223 3.473 -2.960
C 5.618 2.011 -2.866
C 7.071 1.459 -2.255
H 6.609 -2.419 -2.785
H 3.193 -1.478 -4.962
H 4.093 -2.911 -4.097
H 2.842 -1.739 -1.697
H 2.151 -3.166 -2.716
H 1.301 0.010 -2.916
H 1.097 -1.155 -4.429
H -2.688 0.732 -1.020
H -3.396 1.565 -2.633
H -4.786 0.331 -0.078
H -5.457 1.760 -1.256
H -5.847 1.004 -3.612
H -6.637 -0.726 -3.857
H -4.559 -1.928 -3.974
H -4.086 -0.270 -4.776
H 7.898 2.177 -1.838
C 1.831 4.237 -0.236
C 1.061 2.933 -0.105
N 0.422 1.852 0.004
H 2.305 4.292 -1.220
H 1.151 5.085 -0.121
H 2.604 4.293 0.535
C 1.129 3.955 4.399
C 0.652 4.632 3.126
N 0.255 5.195 2.069
H 2.008 4.474 4.791
H 0.337 3.977 5.153
H 1.394 2.914 4.192
C -3.671 -5.213 -2.345
C -4.148 -4.536 -3.618
N -4.545 -3.973 -4.675
H -2.792 -4.694 -1.953
H -4.463 -5.191 -1.591
H -3.406 -6.254 -2.552
C 0.198 5.567 8.318
C 1.530 5.932 7.684
N 2.635 6.235 7.158
H -0.601 6.174 7.883
H -0.022 4.511 8.141
H 0.235 5.748 9.396
C 0.772 1.953 10.267
C -0.401 2.913 10.149
N -1.374 3.709 10.052
H 1.698 2.460 9.984
H 0.860 1.597 11.297
H 0.619 1.095 9.606
C 5.079 6.882 0.292
C 3.599 6.992 0.617
N 2.370 7.083 0.886
H 5.214 6.709 -0.780
H 5.592 7.807 0.570
H 5.522 6.049 0.845
C -6.961 -7.646 0.027
C -5.747 -6.750 0.204
N -4.739 -6.006 0.350
H -7.149 -8.205 0.948
H -7.841 -7.041 -0.207
H -6.788 -8.353 -0.789
C -8.372 -1.895 -0.620
C -9.142 -3.198 -0.489
N -9.781 -4.280 -0.380
H -7.898 -1.839 -1.604
H -9.052 -1.046 -0.505
H -7.599 -1.839 0.151
C -4.150 -1.690 -7.721
C -3.666 -0.264 -7.516
N -3.264 0.919 -7.347
H -3.458 -2.229 -8.374
H -4.207 -2.206 -6.759
H -5.142 -1.684 -8.181
C 9.788 -1.820 -5.270
C 9.017 -3.124 -5.138
N 8.379 -4.205 -5.029
H 10.262 -1.764 -6.253
H 9.107 -0.972 -5.154
H 10.561 -1.764 -4.498
C -3.317 -4.361 3.029
C -2.641 -4.944 4.259
N -2.080 -5.428 5.279
H -3.581 -5.162 2.333
H -4.227 -3.829 3.320
H -2.641 -3.663 2.528
C 4.639 0.494 8.253
C 4.009 1.175 9.458
N 3.487 1.739 10.457
H 5.729 0.545 8.324
H 4.333 -0.555 8.216
H 4.317 0.991 7.334

=====

(4)
Formula: C38H52GeN4OS3V
Source: the OMol25 dataset
Level of theory: ωB97M-V/def2-TZVPD

The total energy is -5988.4919 hartree. The lowest unoccupied orbital energy (alpha / beta) comes out at -7.3 / -7.2 eV. The net charge is +2. The frontier orbital gap (alpha / beta) is 6.512 / 5.638 eV. The energy above the lowest of the compared OMol25 structures with the same formula, charge and spin comes out at 21.0 kcal/mol. The expectation value of S² is 1.0909. Its spin multiplicity is 2.

Geometry (Å):
V 0.457 0.566 0.112
C -1.352 4.930 3.358
C -1.660 3.505 3.785
N -2.430 2.778 2.752
C -3.900 2.777 2.965
C -4.321 1.670 3.913
C -1.877 2.197 1.717
S -0.119 2.279 1.577
N -2.735 1.625 0.819
C -2.419 0.702 -0.006
O -1.207 0.083 0.052
C -3.318 0.230 -1.056
C -4.520 0.909 -1.268
C -5.376 0.488 -2.267
C -5.041 -0.611 -3.050
C -3.850 -1.293 -2.837
C -2.984 -0.872 -1.842
H -0.789 5.431 4.145
H -2.267 5.498 3.185
H -0.755 4.949 2.447
H -2.281 3.493 4.678
H -0.755 2.946 4.011
H -4.378 2.664 2.000
H -4.146 3.762 3.359
H -4.093 0.691 3.490
H -5.397 1.726 4.077
H -3.833 1.751 4.884
H -4.768 1.761 -0.652
H -6.306 1.014 -2.438
H -5.717 -0.940 -3.828
H -3.603 -2.153 -3.445
H -2.062 -1.407 -1.663
S 1.319 -0.968 -1.448
C 2.741 -1.591 -0.801
N 3.460 -2.499 -1.434
C 4.873 -2.662 -1.064
C 5.001 -2.700 0.429
N 4.329 -1.533 1.033
C 4.983 -0.986 2.266
C 5.981 0.079 1.890
C 7.269 -0.290 1.504
C 8.184 0.670 1.100
C 7.820 2.010 1.093
C 6.549 2.387 1.504
C 5.631 1.426 1.903
C 3.244 -1.042 0.509
S 2.344 0.172 1.329
C 2.969 -3.209 -2.641
C 3.283 -2.540 -3.955
C 2.274 -1.941 -4.698
C 2.556 -1.373 -5.934
C 3.850 -1.403 -6.429
C 4.865 -2.002 -5.692
C 4.581 -2.569 -4.461
H 5.446 -1.833 -1.489
H 5.240 -3.590 -1.492
H 6.050 -2.670 0.710
H 4.552 -3.597 0.861
H 5.477 -1.836 2.733
H 4.210 -0.627 2.938
H 7.579 -1.328 1.552
H 9.185 0.375 0.815
H 8.536 2.762 0.791
H 6.275 3.434 1.531
H 4.650 1.729 2.246
H 1.895 -3.341 -2.513
H 3.435 -4.194 -2.601
H 1.257 -1.938 -4.323
H 1.762 -0.923 -6.515
H 4.068 -0.973 -7.398
H 5.872 -2.043 -6.087
H 5.373 -3.073 -3.915
C 5.351 1.916 -5.288
C 4.435 2.276 -4.128
C 4.356 1.202 -3.045
C 3.680 1.733 -1.772
Ge 1.733 1.791 -1.912
C 0.749 3.510 -1.884
C 1.073 4.638 -0.905
C 2.550 4.992 -0.774
C 3.193 5.412 -2.089
H 5.393 2.720 -6.022
H 5.010 1.016 -5.800
H 6.371 1.734 -4.939
H 3.427 2.480 -4.510
H 4.786 3.205 -3.668
H 5.371 0.869 -2.796
H 3.829 0.322 -3.436
H 4.005 2.758 -1.584
H 3.965 1.165 -0.885
H 1.352 1.278 -3.319
H -0.311 3.248 -1.839
H 0.933 3.828 -2.917
H 0.673 4.401 0.080
H 0.526 5.524 -1.245
H 3.092 4.142 -0.341
H 2.647 5.801 -0.046
H 3.206 4.602 -2.823
H 4.225 5.735 -1.949
H 2.647 6.244 -2.538